Molecular formula: C12H26AlCl2NPS
Method: DFT, ωB97M-V/def2-TZVPD

```
44
Properties=species:S:1:pos:R:3:forces:R:3:nbo_charge:R:1
Cl 1.2706 -0.8110 2.5351 0.18 -0.84 -0.27 -0.6110
Cl -2.3317 0.2059 3.4278 -0.69 -0.58 -0.05 -0.6194
S -1.2211 0.0737 8.3973 0.55 -0.86 -0.14 0.3451
P 0.1974 0.1559 -1.4132 0.04 0.11 -0.38 0.8550
Al -0.2478 0.5881 3.0873 0.93 2.52 0.76 1.1276
N -0.1620 -0.4468 6.1173 -1.16 -0.99 0.73 -0.4007
C -0.8119 2.7387 -1.3304 0.13 0.13 -0.15 -0.6229
C 2.4277 -1.4683 -1.1380 0.19 0.15 -0.15 -0.6186
C 0.0494 2.0913 -3.6261 0.23 0.30 0.04 -0.6154
C -1.0739 0.3057 6.6870 1.07 -0.79 -0.17 -0.1203
C 1.8586 -0.4054 -2.0951 -0.16 -0.08 0.35 -0.4992
C -0.0577 -1.2355 8.3211 0.05 -0.01 -1.32 -0.4750
C -2.3980 -0.1378 -2.5061 0.06 -0.19 0.05 -0.6146
C 0.3495 -1.3942 6.9973 -0.91 1.50 1.47 -0.0448
C 1.9482 -0.8819 -3.5476 0.36 0.13 0.12 -0.6162
C -0.9820 -0.7189 -2.5661 0.48 0.13 -0.39 -0.5155
C 0.2091 1.9011 -2.1159 -0.11 -0.20 0.33 -0.4976
C -1.0102 -2.2293 -2.2794 -0.12 0.15 0.03 -0.6128
H 2.4709 0.5087 -1.9954 -0.08 -0.32 0.00 0.2105
H 0.9374 1.7697 -4.1808 -0.20 -0.02 0.09 0.2005
H -3.0719 -0.8215 -3.0383 -0.04 0.18 0.08 0.1965
H -1.7457 0.9738 6.1419 0.58 -0.03 0.15 0.2510
H 0.3371 1.3250 4.4357 -0.20 -0.14 -0.34 -0.4406
H 1.2205 2.2464 -1.8392 -0.32 0.02 0.01 0.2131
H 0.2546 -1.8480 9.1717 -0.30 0.47 -0.30 0.2308
H -1.8407 2.4547 -1.5931 0.23 0.09 0.14 0.1952
H -0.6761 3.7950 -1.5975 -0.13 -0.06 0.11 0.1890
H -0.6731 2.6209 -0.2481 -0.09 0.01 -0.22 0.2602
H -0.0666 -2.7341 -2.5290 -0.26 0.18 0.13 0.2034
H 1.6428 -0.1183 -4.2683 -0.05 -0.20 0.10 0.2032
H -1.8137 -2.6795 -2.8811 0.21 -0.06 0.15 0.1958
H -1.2295 -2.4114 -1.2176 0.05 -0.02 -0.23 0.2216
H 1.3711 -1.7955 -3.7211 0.08 0.16 -0.01 0.2001
H -2.4732 0.8479 -2.9770 0.02 -0.18 0.16 0.2044
H -2.7398 -0.0569 -1.4670 -0.01 0.01 -0.15 0.2218
H -0.8256 1.5802 -4.0345 0.09 0.07 0.03 0.1997
H 1.8884 -2.4213 -1.2471 0.13 0.22 0.08 0.1955
H -0.0673 3.1660 -3.8197 -0.05 -0.12 -0.10 0.2006
H 1.0028 -2.1842 6.6532 0.09 0.24 -0.12 0.2120
H 3.4843 -1.6394 -1.3908 -0.15 -0.12 0.14 0.1881
H -0.2013 1.8892 2.0967 -0.16 -0.45 -0.44 -0.4505
H 2.3519 -1.1426 -0.0907 0.02 -0.16 -0.31 0.2528
H -0.5544 -0.5466 -3.5684 -0.42 -0.24 0.10 0.2010
H 3.0031 -1.1096 -3.7471 -0.12 -0.09 -0.12 0.2006
```
Forces are in eV/Å.

Values from the calculation:
Highest occupied orbital energy = -4.25 eV
DFT total energy = -66126.290 eV
Net charge = -1